ORCA calculation (wB97M-V/def2-TZVPD) on ClHgN8O24 as an isolated structure.

Charge   -7
Spin multiplicity   1
Highest occupied orbital energy   0.26315 Ha

Structure (XYZ):
```
34
Properties=species:S:1:pos:R:3:forces:R:3
Hg -2.7100 0.1081 -1.4783 0.56 1.95 0.23
N -0.6072 2.2118 -5.6214 -2.44 -0.93 4.19
O 0.1716 2.7138 -6.3520 5.33 1.55 -2.06
O -1.7528 2.2366 -5.9799 -5.75 -0.30 -2.45
O -0.4722 1.7699 -4.4568 2.43 -0.01 -0.07
N 4.1017 -4.6222 4.9032 -2.36 9.25 1.86
O 4.5581 -5.6875 4.9242 1.73 -6.14 -0.85
O 3.1868 -4.1411 4.2018 -0.11 -2.43 -1.05
O 4.5385 -3.7208 5.7348 0.96 -1.08 0.52
N -3.3149 4.2856 3.4468 -5.01 2.43 -4.30
O -4.4720 4.3910 2.8215 0.25 -0.65 0.99
O -3.1437 3.3552 4.1533 1.66 -2.19 2.53
O -2.5722 5.2077 3.1627 2.77 0.79 1.05
N 2.7520 -2.6223 -1.2753 -0.66 -1.83 -3.73
O 3.9443 -2.7555 -1.5936 1.14 0.48 1.67
O 2.3536 -2.2701 -0.1617 -0.05 0.07 -0.42
O 1.9704 -2.9700 -2.2793 -0.43 0.80 2.69
N 5.3645 5.2312 5.5434 -3.12 1.20 0.48
O 5.0759 5.6653 4.4657 -0.65 2.57 -3.75
O 6.0465 4.2818 5.6058 4.40 -4.67 1.26
O 4.7965 5.6850 6.5454 -0.32 1.25 2.29
N 3.4635 -0.6032 -4.8783 6.60 0.91 1.10
O 3.6969 0.6433 -5.0110 -2.21 0.12 -0.60
O 2.5043 -1.2470 -5.0778 -4.42 -0.35 -1.32
O 4.5104 -1.2355 -4.5254 0.65 -0.63 0.04
N -5.9357 -2.7121 1.0357 -1.91 -4.81 -1.41
O -5.0827 -3.3724 1.6841 0.31 2.51 0.25
O -6.8446 -3.5278 0.5097 0.25 1.77 0.42
O -6.0131 -1.5199 0.7890 0.89 0.31 0.81
N -4.5918 -1.7708 -2.4678 2.05 -1.25 1.72
O -5.1487 -2.8446 -2.5635 0.32 1.14 0.04
O -3.5654 -1.7019 -1.4869 -2.02 -1.13 -1.63
O -4.7443 -0.7839 -3.1419 -0.59 0.35 -0.36
Cl -2.0643 2.3225 -1.1761 -0.25 -1.06 -0.14
```
Positions in Å, forces in eV/Å.

ORCA calculation (wB97M-V/def2-TZVPD) on a 2-piece molecular cluster, ClIO2P overall.

Charge   -1
Spin multiplicity   1
Highest occupied orbital energy   -0.16445 Ha

Structure (XYZ):
```
5
Properties=species:S:1:pos:R:3:forces:R:3
O 0.1574 -0.9472 -1.4518 -0.27 0.66 0.85
O -1.7064 -0.2258 0.3269 1.21 0.13 -0.47
P -0.4180 -0.1002 -0.3890 -0.38 -1.18 0.36
Cl 0.1030 1.8172 -0.5976 0.15 0.25 0.01
I 1.8640 -0.5440 2.1115 -0.71 0.15 -0.76
```
Positions in Å, forces in eV/Å.

ORCA calculation (wB97M-V/def2-TZVPD) on a 2-piece molecular cluster, ClIO2S overall.

Spin multiplicity   1
Highest occupied orbital energy (spin up / spin down)   -0.39328 / -0.37837 Ha

Structure (XYZ):
```
5
Properties=species:S:1:pos:R:3:forces:R:3
O 0.3618 -1.0647 -1.5503 0.43 0.20 0.19
O -1.6414 -0.5501 -0.2204 0.21 0.30 0.39
S -0.2486 -0.3170 -0.4879 -0.60 0.01 -0.69
Cl 0.0043 1.7638 -0.9104 -0.02 -0.51 0.16
I 1.5239 0.1679 3.1690 -0.02 0.00 -0.05
```
Positions in Å, forces in eV/Å.

ORCA calculation (wB97M-V/def2-TZVPD) on ClLi2 as an isolated structure.

Charge   +1
Spin multiplicity   1
Highest occupied orbital energy   -0.54541 Ha

Structure (XYZ):
```
3
Properties=species:S:1:pos:R:3:forces:R:3
Li -12.9360 -6.5931 -2.1149 0.17 0.16 -1.00
Li -15.5785 -6.2473 -1.1509 -0.56 0.29 -0.89
Cl -14.7321 -5.9867 -3.3760 0.39 -0.44 1.88
```
Positions in Å, forces in eV/Å.